[1]
Formula: C28H42F6NaO21P
Source: OMol25
Level of theory: ωB97M-V with the def2-TZVPD basis set

As for the HOMO-LUMO gap (alpha / beta): 0.28835 / 0.07313 hartree. The net charge is +1. For the HOMO energy (alpha / beta), the calculation gives -11.92 / -11.92 eV. As for the expectation value of S²: 0.76. As for the spin multiplicity: 2.

Each line ends with the Löwdin charge.
Positions of all 99 atoms, in Å:
Na: -16.402 -2.352 -8.829  0.810
P: -13.767 -3.880 -10.505  0.321
F: -12.462 -3.108 -11.141  -0.157
F: -14.853 -3.255 -11.617  -0.175
F: -13.444 -5.303 -11.292  -0.139
F: -15.090 -4.314 -9.617  -0.209
F: -12.869 -4.331 -9.253  -0.154
F: -14.017 -2.503 -9.613  -0.247
C: -9.236 -4.092 -10.022  -0.021
C: -8.144 -3.287 -9.316  -0.294
C: -7.931 -1.784 -9.638  -0.044
O: -7.469 -1.241 -8.415  0.131
C: -7.906 -1.919 -7.468  -0.584
O: -8.061 -1.611 -6.301  0.126
O: -8.426 -3.168 -7.909  0.032
H: -9.463 -5.098 -9.670  0.090
H: -9.009 -4.283 -11.071  0.080
H: -10.143 -3.527 -10.236  0.061
H: -7.231 -3.855 -9.496  0.148
H: -8.891 -1.278 -9.745  0.140
H: -7.272 -1.654 -10.496  0.147
C: -13.982 -1.255 -14.856  -0.004
C: -14.939 -2.115 -15.690  -0.304
C: -15.411 -3.365 -15.036  -0.139
O: -16.738 -3.438 -15.296  0.110
C: -17.185 -2.358 -15.830  -0.554
O: -18.347 -2.218 -16.208  0.125
O: -16.182 -1.432 -15.901  0.093
H: -13.008 -1.729 -14.742  0.091
H: -14.373 -1.096 -13.851  0.068
H: -13.888 -0.290 -15.354  0.094
H: -14.471 -2.213 -16.669  0.158
H: -15.376 -3.371 -13.947  0.121
H: -14.853 -4.225 -15.407  0.144
C: -11.771 -0.327 -6.618  0.041
C: -12.319 -1.835 -6.669  -0.276
C: -11.374 -2.925 -6.290  -0.103
O: -12.076 -3.655 -5.331  0.060
C: -13.280 -3.181 -5.075  -0.538
O: -13.981 -3.510 -4.100  0.102
O: -13.480 -2.135 -5.875  0.093
H: -12.580 0.295 -6.999  0.072
H: -10.813 -0.320 -7.138  0.082
H: -11.561 -0.194 -5.557  0.092
H: -12.632 -2.110 -7.677  0.119
H: -10.524 -2.409 -5.843  0.129
H: -11.037 -3.566 -7.104  0.131
C: -15.276 -7.685 -9.888  -0.011
C: -16.075 -8.787 -9.208  -0.284
C: -15.812 -10.223 -9.713  -0.060
O: -15.289 -10.896 -8.561  0.038
C: -15.278 -10.066 -7.466  -0.522
O: -14.734 -10.413 -6.396  0.082
O: -15.860 -8.948 -7.806  0.079
H: -15.398 -6.753 -9.335  0.062
H: -15.555 -7.375 -10.895  0.098
H: -14.203 -7.867 -9.838  0.092
H: -17.158 -8.729 -9.101  0.157
H: -14.971 -10.208 -10.406  0.139
H: -16.723 -10.806 -9.843  0.144
C: -11.642 -5.851 -13.765  -0.036
C: -10.718 -5.976 -14.975  -0.267
C: -9.341 -6.584 -14.704  -0.117
O: -9.243 -7.642 -15.551  0.106
C: -10.307 -7.766 -16.265  -0.583
O: -10.371 -8.459 -17.290  0.122
O: -11.280 -6.993 -15.814  0.103
H: -11.660 -4.840 -13.358  0.067
H: -11.578 -6.575 -12.952  0.084
H: -12.687 -5.883 -14.072  0.078
H: -10.707 -4.978 -15.414  0.153
H: -9.293 -7.089 -13.739  0.136
H: -8.504 -5.896 -14.820  0.142
C: -13.261 0.396 -10.438  -0.007
C: -14.361 0.911 -11.418  -0.253
C: -14.661 2.410 -11.192  -0.096
O: -14.225 3.056 -12.348  0.125
C: -13.488 2.223 -13.012  -0.623
O: -12.698 2.512 -13.909  0.135
O: -13.744 1.005 -12.683  0.077
H: -12.239 0.706 -10.658  0.104
H: -13.165 -0.689 -10.453  0.042
H: -13.557 0.581 -9.406  0.073
H: -15.268 0.306 -11.419  0.148
H: -14.059 2.743 -10.347  0.129
H: -15.685 2.682 -10.934  0.138
C: -12.201 -6.774 -6.331  0.032
C: -12.718 -6.774 -4.866  -0.294
C: -12.822 -8.192 -4.380  -0.051
O: -12.516 -8.006 -3.015  0.170
C: -11.804 -6.869 -2.848  -0.335
O: -11.145 -6.592 -1.848  0.499
O: -11.838 -6.138 -3.966  0.168
H: -11.118 -6.818 -6.223  0.103
H: -12.340 -5.801 -6.804  0.071
H: -12.512 -7.635 -6.922  0.099
H: -13.672 -6.247 -4.848  0.162
H: -12.198 -8.827 -5.009  0.156
H: -13.863 -8.478 -4.530  0.160

=====

[2]
Formula: C28H42N6O3S3Tm
Source: OMol25
Level of theory: ωB97M-V with the def2-TZVPD basis set

As for the HOMO-LUMO gap (alpha / beta): 0.20748 / 0.20785 hartree. The net charge is +1. For the HOMO energy (alpha / beta), the calculation gives -8.83 / -8.84 eV. As for the expectation value of S²: 2.00. As for the spin multiplicity: 3.

Each line ends with the Löwdin charge.
Positions of all 83 atoms, in Å:
Tm: -0.102 0.608 0.245  1.021
N: 2.040 -0.078 1.529  -0.034
C: 2.622 -1.426 1.384  -0.218
C: 1.499 -2.433 1.200  -0.217
N: 0.593 -2.034 0.122  -0.157
C: 0.971 -2.505 -1.212  -0.212
C: 1.851 -1.494 -1.923  -0.228
N: 1.187 -0.180 -1.893  -0.093
H: 2.774 0.618 1.607  0.062
H: 1.539 -0.039 2.419  0.057
H: 3.218 -1.706 2.258  0.121
H: 3.292 -1.418 0.526  0.100
H: 0.911 -2.467 2.118  0.094
H: 1.925 -3.429 1.032  0.125
H: -0.336 -2.377 0.341  0.068
H: 0.051 -2.631 -1.785  0.104
H: 1.480 -3.475 -1.176  0.124
H: 2.038 -1.833 -2.946  0.122
H: 2.818 -1.399 -1.433  0.098
H: 0.340 -0.232 -2.459  0.031
H: 1.761 0.526 -2.345  0.048
S: -1.304 -0.638 2.225  0.607
C: -2.680 -1.495 1.503  -0.659
C: -3.493 -2.238 2.368  -0.137
C: -4.600 -2.928 1.915  -0.097
C: -4.928 -2.890 0.565  -0.099
C: -4.138 -2.163 -0.304  -0.140
C: -3.013 -1.461 0.141  -0.654
S: -2.056 -0.600 -1.085  0.577
H: -3.232 -2.255 3.419  0.093
H: -5.204 -3.494 2.612  0.101
H: -5.792 -3.424 0.192  0.101
H: -4.381 -2.125 -1.358  0.091
C: 0.389 5.911 3.435  -0.037
O: 1.357 4.885 3.241  -0.071
C: 1.759 4.615 1.981  -0.231
C: 1.314 5.285 0.844  0.006
C: 1.806 4.941 -0.406  -0.092
C: 2.749 3.935 -0.549  -0.105
C: 3.179 3.255 0.578  -0.028
C: 2.684 3.580 1.828  -0.181
N: 3.184 2.877 2.969  0.130
C: 2.538 2.409 4.031  0.001
C: 1.191 2.182 4.304  -0.131
C: 0.899 2.014 5.700  -0.029
C: -0.374 1.987 6.160  -0.067
C: -1.436 2.107 5.229  -0.031
C: -1.211 2.201 3.888  -0.043
C: 0.107 2.188 3.353  -0.368
O: 0.313 2.152 2.088  -0.196
H: 0.200 5.942 4.504  0.102
H: -0.539 5.674 2.911  0.098
H: 0.769 6.877 3.101  0.102
H: 0.596 6.086 0.933  0.113
H: 1.449 5.474 -1.277  0.106
H: 3.135 3.675 -1.524  0.106
H: 3.917 2.465 0.493  0.120
H: 4.180 2.979 3.107  0.167
H: 3.214 2.200 4.855  0.145
H: 1.731 1.953 6.392  0.117
H: -0.581 1.878 7.215  0.109
H: -2.456 2.091 5.591  0.120
H: -2.041 2.213 3.195  0.107
C: 0.218 4.031 -5.001  -0.092
N: -0.867 3.105 -4.727  -0.039
C: -1.035 2.445 -3.573  -0.774
S: 0.042 2.684 -2.268  0.697
N: -2.079 1.621 -3.494  -0.057
C: -3.048 1.400 -4.547  -0.060
H: -0.078 4.668 -5.831  0.090
H: 1.136 3.504 -5.263  0.087
H: 0.408 4.647 -4.127  0.053
H: -1.510 2.913 -5.477  0.119
H: -2.245 1.150 -2.607  -0.016
H: -3.532 2.331 -4.853  0.093
H: -3.812 0.733 -4.158  0.095
H: -2.595 0.924 -5.421  0.095
C: -2.673 3.217 -0.156  -0.100
O: -1.699 2.356 0.425  -0.323
H: -2.236 4.187 -0.393  0.085
H: -3.521 3.332 0.520  0.095
H: -3.013 2.744 -1.074  0.069
H: -1.268 2.762 1.195  0.045

=====

no.,maximum force (eV/Å)
1,6.89
2,0.51